# 1
This record from OMol25 describes 7 unconnected molecules or ions with the total composition C19H52ClN4O6 in a non-equilibrium geometry. The level of theory is ωB97M-V/def2-TZVPD.

Each line ends with the Mulliken charge.
Geometry (Å):
C -3.61935 -0.09475 2.07489  -1.16
C -2.11623 0.35114 1.92621  -0.01
C -1.82099 1.27791 0.65021  0.75
C -3.11498 1.59959 -0.20415  -1.59
N -0.82793 0.56506 -0.18990  0.48
C 0.46397 0.33953 0.33742  -0.64
N 0.97405 0.62780 1.51753  0.03
N 1.19643 -0.26999 -0.77234  -0.15
C 0.38794 -0.12547 -2.02590  -0.09
N -0.54776 -1.27250 -1.90614  -0.43
C -0.52540 1.09779 -1.51980  -0.55
Cl 0.73982 2.42523 -1.23646  -0.09
H -3.85828 -0.88526 1.31238  0.32
H -4.35662 0.73930 2.08180  0.20
H -3.70251 -0.58721 3.09656  0.31
H -1.50864 -0.59055 1.88997  0.03
H -1.80705 0.90287 2.84915  0.16
H -1.46281 2.26777 1.04478  0.24
H -3.38092 0.71744 -0.83454  0.35
H -3.95501 2.01131 0.39130  0.24
H -2.80844 2.41387 -0.92132  0.42
H 1.02205 1.55273 1.93031  0.27
H 1.42566 -0.14267 2.03226  0.20
H 1.42921 -1.23182 -0.51326  0.35
H 0.93361 0.00476 -2.98719  0.20
H -0.04819 -2.15259 -1.81840  0.10
H -1.19001 -1.32284 -2.69649  0.24
H -1.34144 1.32642 -2.23224  0.72
C -1.54611 -3.41304 5.83564  -1.22
C -1.78387 -2.64437 4.55067  0.06
O -2.56121 -1.47597 4.80194  -0.48
H -2.49593 -3.70054 6.28959  0.30
H -0.95761 -4.31359 5.64986  0.35
H -1.01729 -2.79323 6.56456  0.35
H -2.33034 -3.25895 3.83394  0.31
H -0.83247 -2.34506 4.09562  0.06
H -2.07147 -0.93207 5.42706  0.27
C 5.32702 -1.53142 3.34888  -1.24
C 3.97962 -1.47800 2.65800  0.46
O 2.94995 -1.13869 3.59039  -0.54
H 5.31305 -2.26549 4.15610  0.34
H 6.11718 -1.79733 2.64460  0.35
H 5.56927 -0.56497 3.79864  0.37
H 3.73191 -2.45004 2.22886  0.30
H 3.98584 -0.73521 1.85256  -0.32
H 3.16727 -0.27662 3.96240  0.31
C -0.63274 1.64950 -5.98971  -0.83
C 0.62096 0.79666 -5.99567  -0.32
O 0.33433 -0.52000 -5.51862  -0.41
H -1.04887 1.71237 -4.98091  0.07
H -0.42061 2.65881 -6.34583  0.35
H -1.40355 1.20828 -6.62661  0.34
H 1.38050 1.22941 -5.34236  0.29
H 1.03599 0.72313 -7.00455  0.35
H -0.32868 -0.90302 -6.10326  0.26
C 5.45399 0.77969 -1.77920  -1.05
C 5.03615 1.23216 -0.39370  0.19
O 3.74278 1.83006 -0.43240  -0.43
H 5.46544 1.62505 -2.46946  0.27
H 6.44721 0.32699 -1.76045  0.38
H 4.74344 0.04961 -2.17810  0.25
H 5.73475 1.97510 -0.00778  0.35
H 5.01427 0.38552 0.30074  -0.19
H 3.12491 1.16659 -0.76516  0.16
C 1.45635 -3.88676 -3.27492  -0.13
C 2.45147 -4.05199 -4.40795  -0.35
O 1.83705 -3.75505 -5.65508  -0.51
H 0.59627 -4.54373 -3.42017  0.29
H 1.91834 -4.11827 -2.31094  0.36
H 1.07625 -2.86280 -3.24811  -0.49
H 2.81466 -5.07888 -4.45007  0.32
H 3.31125 -3.38734 -4.27177  0.25
H 1.52722 -2.84245 -5.61745  0.29
C -5.93303 5.58565 2.45117  -1.16
C -5.57080 4.19096 1.97936  -0.02
O -5.54187 3.28536 3.07437  -0.52
H -5.21459 5.93594 3.19454  0.30
H -5.94830 6.28977 1.61688  0.33
H -6.91559 5.58816 2.92961  0.34
H -4.57929 4.18782 1.52235  0.17
H -6.29381 3.82912 1.24028  0.27
H -6.41686 3.27827 3.47501  0.28

Atoms 1-6, force components in eV/Å:
C 0.5 -0.7 0.9
C -0.7 0.1 0.0
C -1.6 -0.1 1.3
C 1.5 0.4 -0.8
N 2.0 3.3 1.8
C -1.7 -1.0 -4.1

Results
Total energy = -51305.1282 eV
Gap between HOMO and LUMO = 8.33 eV
Total charge = +1
LUMO energy = -3.94 eV

=====

# 2
This record from OMol25 describes 3 unconnected molecules or ions with the total composition C3H6Cl6. The level of theory is ωB97M-V/def2-TZVPD.

Each line ends with the Mulliken charge.
Geometry (Å):
Cl -25.99047 10.62393 8.63870  -0.15
C -25.91622 11.83900 7.34650  -0.23
Cl -25.03921 11.27342 5.96377  -0.13
H -26.96429 11.98125 7.08303  0.25
H -25.38800 12.68020 7.79534  0.26
Cl -26.86390 4.56972 11.65876  -0.14
C -26.07908 6.14268 11.68765  -0.20
Cl -25.91088 6.63049 13.36780  -0.14
H -25.10551 6.10253 11.19916  0.27
H -26.78373 6.76507 11.13611  0.22
Cl -30.55402 1.28549 7.35441  -0.15
C -30.21339 0.78376 9.04489  -0.14
Cl -31.73401 0.71446 9.98291  -0.15
H -29.79317 -0.22198 9.04693  0.25
H -29.57588 1.54839 9.48875  0.18

Atoms 1-6, force components in eV/Å:
Cl 0.1 -0.3 0.3
C -0.4 -0.1 0.8
Cl 0.4 -0.2 -0.6
H 0.4 0.5 -0.1
H -0.4 0.1 -0.4
Cl 0.0 -0.7 -0.3

Results
Total energy = -78342.5738 eV
Relative energy (zero: lowest compared OMol25 entry of this formula, charge and spin) = 7.74 kcal per mole
Gap between HOMO and LUMO = 11.59 eV
SMILES = ClCCl.ClCCl.ClCCl
LUMO energy = 0.57 eV

=====

# 3
This record from OMol25 describes a molecular structure, C25H37N4P3Zr in a non-equilibrium geometry. The level of theory is ωB97M-V/def2-TZVPD.

Each line ends with the Mulliken charge.
Geometry (Å):
C -1.58877 2.76962 -3.89121  -0.96
C -1.31273 1.57536 -3.22363  0.14
C 0.04948 1.20849 -3.07586  0.74
C 1.09033 2.10061 -3.38319  0.34
C 0.79069 3.27922 -4.08078  -1.15
C -0.54666 3.59727 -4.34093  -0.65
C 2.41278 1.71410 -2.77890  -0.02
C 2.69194 0.28062 -3.12000  0.07
C 1.63056 -0.59053 -2.82309  1.00
C 1.82048 -1.99475 -2.74790  0.24
C 3.05957 -2.49701 -3.13511  -1.04
C 4.08166 -1.64012 -3.56572  -0.70
C 3.91033 -0.25528 -3.55178  -1.14
H -2.62546 3.06853 -4.03636  0.44
H 1.60916 3.92576 -4.40688  0.47
H -0.78840 4.51940 -4.86690  0.42
H 3.22921 2.37604 -3.09683  0.69
H 3.23029 -3.57518 -3.08068  0.42
H 5.03390 -2.06387 -3.88247  0.41
H 4.70248 0.42961 -3.87217  0.47
N 0.38704 -0.01797 -2.48041  -0.26
Zr 0.39676 0.14701 -0.18711  -1.66
C -2.35504 0.72292 -2.55422  -1.00
H -2.30291 -0.31243 -2.90742  0.39
H -3.36368 1.11595 -2.72883  0.67
C 0.72299 -2.85038 -2.18587  -1.17
H -0.18855 -2.77456 -2.78983  0.45
H 1.03849 -3.89975 -2.12094  0.62
P -2.11315 0.66562 -0.70631  1.16
P 0.23043 -2.35969 -0.45855  1.77
C 1.46387 -3.31251 0.47624  -1.38
H 1.17749 -3.33765 1.53570  0.41
H 1.48811 -4.33137 0.06664  0.53
H 2.44770 -2.84057 0.37407  0.36
C -1.24518 -3.38943 -0.26790  -1.36
H -0.94560 -4.44320 -0.33774  0.47
H -1.69343 -3.19950 0.71301  0.37
H -1.97707 -3.16760 -1.05359  0.36
C -2.68552 2.34974 -0.30086  -1.36
H -3.62670 2.54631 -0.83224  0.48
H -2.85251 2.45164 0.77974  0.41
H -1.93188 3.07880 -0.62636  0.39
C -3.54394 -0.34369 -0.20485  -1.16
H -3.54313 -0.46708 0.88465  0.23
H -4.46487 0.17038 -0.50848  0.46
H -3.51064 -1.33109 -0.68066  0.36
H 2.28937 1.75884 -1.62699  -0.22
H 2.10263 -0.06042 0.26520  0.09
C 1.14312 0.02521 5.13616  -0.91
N 1.02094 1.32057 4.42330  0.16
C -0.25485 1.97564 4.79861  -0.91
N -1.43874 1.10593 4.58044  0.16
C -1.25074 -0.16478 5.31549  -0.94
N -0.01369 -0.87016 4.91024  0.17
C -0.08900 -1.36178 3.53420  -1.02
P -0.25274 0.05403 2.33331  2.45
C 1.11999 1.15701 2.97341  -1.33
C -1.71067 0.87887 3.16662  -0.97
H 1.19249 0.25039 6.21393  0.31
H 2.05744 -0.48514 4.80625  0.37
H -0.37345 2.88771 4.20013  0.36
H -0.20335 2.22014 5.87147  0.30
H -2.11371 -0.81696 5.12892  0.39
H -1.17015 0.07649 6.38743  0.32
H 0.81078 -1.94530 3.29251  0.40
H -0.97223 -2.00961 3.42696  0.37
H 1.03615 2.14564 2.49716  0.54
H 2.08365 0.70834 2.69876  0.47
H -2.58339 0.21573 3.06040  0.33
H -1.91981 1.83582 2.66864  0.34

Atoms 1-6, force components in eV/Å:
C 0.3 0.1 0.3
C 0.7 0.1 0.0
C -0.4 0.6 0.4
C -0.7 0.4 -0.1
C -0.1 -0.4 0.2
C 0.0 -0.2 0.0

Results
Total energy = -61617.1870 eV
Relative energy (zero: lowest compared OMol25 entry of this formula, charge and spin) = 0.00 kcal per mole
Gap between HOMO and LUMO = 4.97 eV
Total charge = +2
LUMO energy = -8.02 eV

=====

# 4
This record from OMol25 describes a single CH4NP molecule in a non-equilibrium geometry. The level of theory is ωB97M-V/def2-TZVPD.

Each line ends with the Mulliken charge.
Geometry (Å):
H -2.39687 -1.01722 -0.50085  0.09
P -1.12051 -1.64904 -0.73818  0.06
N -0.56722 0.21364 -0.19732  -0.32
C 0.77647 0.48100 0.26478  -0.53
H 0.81388 0.14123 1.33080  0.25
H 0.91481 1.69203 0.23546  0.20
H 1.57945 0.13836 -0.39470  0.27

Atoms 1-6, force components in eV/Å:
H 0.2 -0.8 -0.4
P 0.9 4.9 1.6
N -0.9 -3.8 -0.9
C -0.3 2.7 -0.2
H 0.5 0.2 -0.9
H -0.4 -2.7 0.4

Results
Total energy = -11876.7273 eV
Relative energy (zero: lowest compared OMol25 entry of this formula, charge and spin) = 64.19 kcal per mole
Gap between HOMO and LUMO (alpha / beta) = 8.60 / 8.22 eV
SMILES = [H]/P=N/C
LUMO energy (alpha / beta) = -0.32 / -1.17 eV

=====

# 5
This record from OMol25 describes 2 unconnected molecules or ions with the total composition C2H3NO2 in a non-equilibrium geometry. The level of theory is ωB97M-V/def2-TZVPD.

Each line ends with the Mulliken charge.
Geometry (Å):
C -1.47284 0.64931 0.15898  0.55
C -0.95854 -0.48714 -0.38129  -0.33
N -1.66423 1.79374 0.14639  -0.35
O 1.91063 0.44500 0.03516  -0.60
O -0.67374 -1.66689 0.13576  -0.35
H 0.99162 0.24365 0.09403  0.31
H 2.05473 1.34023 0.18624  0.32
H -0.18762 -2.31790 -0.37528  0.44

Atoms 1-6, force components in eV/Å:
C -0.3 0.1 0.8
C 1.9 -3.7 -2.4
N -0.4 0.7 0.6
O 1.0 -2.6 -0.5
O -1.6 2.4 2.2
H -0.7 0.3 0.0

Results
Total energy = -7703.3374 eV
Relative energy (zero: lowest compared OMol25 entry of this formula, charge and spin) = 103.90 kcal per mole
Gap between HOMO and LUMO (alpha / beta) = 7.66 / 7.67 eV
LUMO energy (alpha / beta) = -1.62 / -1.62 eV